{"formula": "C29H27AsBF6N6S2W", "method": "ωB97M-V/def2-TZVPD", "symbols": ["W", "C", "C", "C", "C", "N", "C", "C", "C", "C", "C", "C", "C", "H", "H", "H", "H", "H", "H", "H", "H", "S", "C", "C", "C", "C", "C", "C", "S", "H", "H", "H", "H", "B", "N", "C", "C", "C", "N", "N", "C", "C", "C", "N", "H", "H", "H", "H", "H", "H", "H", "H", "C", "C", "C", "C", "N", "C", "C", "H", "H", "H", "H", "H", "H", "H", "F", "As", "F", "F", "F", "F", "F"], "xyz": [[0.22825, -0.21249, -0.14598], [-3.26264, 2.25169, 1.31874], [-2.66477, 3.31199, 1.98051], [-1.29278, 3.34366, 2.08569], [-0.52942, 2.32758, 1.52712], [-1.11405, 1.31270, 0.86233], [-2.45628, 1.28863, 0.77090], [0.92853, 2.25550, 1.59711], [1.67935, 3.22139, 2.25900], [3.05972, 3.14844, 2.25245], [3.67903, 2.11313, 1.56893], [2.92326, 1.15685, 0.90855], [1.52717, 1.18999, 0.91256], [-4.33407, 2.17967, 1.19690], [-3.26227, 4.11064, 2.39969], [-0.80055, 4.17103, 2.57247], [-2.88269, 0.46130, 0.23145], [1.19531, 4.04771, 2.76308], [3.64704, 3.90397, 2.76019], [4.76121, 2.05276, 1.53724], [3.45674, 0.38718, 0.37403], [-1.45709, 0.06830, -1.79820], [-1.28816, -1.23399, -2.97062], [-1.92707, -1.13162, -4.20182], [-1.83503, -2.17233, -5.11388], [-1.10526, -3.30942, -4.79569], [-0.46547, -3.40882, -3.56817], [-0.56038, -2.37053, -2.64642], [0.24504, -2.48658, -1.08600], [-2.48586, -0.23229, -4.44066], [-2.32755, -2.09028, -6.07529], [-1.02595, -4.12156, -5.50869], [0.11517, -4.29028, -3.32149], [3.42047, -1.80104, -1.00184], [2.87340, -1.84657, 0.47302], [3.60115, -2.37008, 1.45924], [2.85213, -2.39540, 2.62250], [1.64638, -1.83116, 2.25633], [1.64852, -1.51193, 0.95194], [2.92428, -0.52538, -1.74344], [3.57150, -0.02895, -2.79952], [2.74461, 0.84818, -3.47943], [1.56437, 0.84759, -2.75878], [1.68213, 0.01941, -1.70225], [4.61979, -1.68641, -0.88850], [3.10946, -2.79536, -1.59707], [4.60688, -2.69810, 1.25429], [3.14184, -2.75981, 3.59380], [0.79845, -1.65043, 2.88068], [4.57608, -0.36467, -3.00712], [2.96403, 1.42546, -4.36160], [0.66526, 1.41165, -2.92411], [-4.25623, -2.85534, 3.90144], [-3.21881, -2.29638, 2.97559], [-2.25303, -1.39634, 3.41410], [-1.31692, -0.91620, 2.52896], [-1.25206, -1.29042, 1.24379], [-2.17645, -2.15405, 0.81762], [-3.16425, -2.66088, 1.63744], [-4.37442, -2.23409, 4.78882], [-3.96224, -3.85636, 4.22673], [-5.22080, -2.94335, 3.40192], [-2.23463, -1.04932, 4.44059], [-0.59572, -0.17840, 2.85154], [-2.11268, -2.44156, -0.21987], [-3.89058, -3.34381, 1.21477], [0.16308, 2.56761, -1.09747], [-0.48547, 4.05153, -1.82975], [-0.25747, 4.83425, -0.29878], [-2.05887, 3.53181, -1.30665], [-1.14008, 5.47300, -2.52591], [-0.68871, 3.16091, -3.30082], [1.11712, 4.46647, -2.29820]], "forces_ev_per_angstrom": [[0.006, -0.233, -0.591], [-0.104, -0.007, -0.031], [0.025, 0.079, 0.044], [-0.036, 0.071, 0.052], [0.091, -0.003, 0.029], [-0.012, -0.088, -0.086], [0.059, -0.014, -0.014], [-0.057, 0.014, -0.027], [0.047, 0.050, 0.035], [-0.010, 0.049, 0.039], [0.046, 0.002, -0.001], [0.033, 0.029, 0.028], [0.062, 0.005, -0.053], [0.029, 0.012, 0.004], [0.004, -0.002, -0.002], [-0.022, -0.020, -0.013], [-0.055, -0.076, -0.045], [0.028, -0.027, -0.016], [-0.027, -0.036, -0.025], [-0.052, 0.004, -0.001], [-0.004, 0.050, 0.017], [-0.022, 0.019, 0.216], [0.016, 0.123, -0.080], [-0.052, 0.052, -0.084], [-0.051, 0.089, -0.019], [0.062, -0.070, 0.050], [0.016, -0.051, -0.063], [0.107, -0.026, -0.008], [-0.133, -0.079, -0.058], [0.052, -0.073, 0.024], [0.025, 0.000, 0.049], [-0.004, 0.034, 0.039], [-0.016, 0.037, 0.003], [0.021, 0.045, 0.082], [-0.105, -0.079, 0.019], [0.006, -0.023, -0.049], [0.079, -0.001, 0.067], [0.075, -0.106, -0.115], [0.251, 0.063, 0.361], [-0.070, 0.089, -0.033], [0.023, -0.016, -0.041], [0.076, 0.054, -0.044], [0.067, -0.083, 0.000], [-0.136, 0.007, 0.073], [-0.067, -0.023, -0.035], [-0.052, -0.002, 0.003], [-0.041, 0.010, 0.028], [-0.015, 0.031, -0.068], [-0.067, 0.006, 0.028], [-0.075, 0.039, 0.002], [-0.008, -0.044, 0.062], [0.031, 0.007, -0.013], [0.005, 0.001, 0.022], [-0.039, -0.028, 0.036], [-0.022, 0.024, 0.123], [-0.019, 0.109, 0.113], [0.092, 0.017, 0.210], [-0.078, -0.117, -0.109], [-0.046, -0.044, -0.033], [0.008, -0.024, -0.035], [-0.007, 0.033, -0.007], [0.019, 0.001, 0.001], [-0.010, -0.025, -0.061], [0.011, 0.050, 0.009], [-0.013, -0.007, -0.037], [0.019, 0.019, 0.022], [0.123, 0.012, 0.011], [0.014, -0.107, 0.113], [0.019, 0.114, 0.105], [-0.150, -0.030, 0.068], [-0.040, 0.113, -0.052], [-0.056, -0.078, -0.192], [0.123, 0.079, -0.047]], "homo_energy_ev": [-7.70, -7.95], "energy_ev": -140773.919, "e_above_lowest_kj_mol": 53.4, "lumo_ev": [-1.889, -1.636], "homo_lumo_gap_ev": [5.81, 6.31], "spin_multiplicity": 2}